1.
# C18H32AsF6N3O2PtSSi

A molecular structure, C18H32AsF6N3O2PtSSi at a distorted geometry (ωB97M-V/def2-TZVPD, the Open Molecules 2025 dataset).

The geometry in XYZ format:
```
65
Properties=species:S:1:pos:R:3:forces:R:3:nbo_charge:R:1
H 2.908 1.585 3.055 0.003 -0.001 0.016 0.1652
N 0.142 2.309 3.061 -0.421 -0.339 0.396 -0.1875
C -3.150 -1.527 0.693 0.060 0.010 0.032 -0.7015
N -0.206 2.227 1.861 0.610 0.604 -0.736 -0.1841
H -0.105 -4.288 -1.725 0.011 0.000 -0.001 0.1990
H 2.605 -0.064 3.662 0.017 -0.008 0.010 0.1714
F 2.542 1.200 -2.924 -0.055 -0.026 -0.063 -0.6005
H 0.105 5.659 -0.126 0.000 -0.030 0.031 0.2341
C -0.073 1.091 3.751 0.264 0.174 0.078 0.2346
H -0.912 -3.019 2.322 0.021 -0.039 0.005 0.2460
H 2.591 -2.596 0.380 0.000 0.020 -0.002 0.2137
As 2.459 2.163 -1.514 0.302 0.154 0.005 2.8514
C 0.798 -1.734 -2.487 0.299 -0.035 -0.042 -0.6146
H -3.573 -1.355 -2.012 0.008 -0.001 0.016 0.2503
Si -0.152 -1.923 0.217 0.541 0.062 0.102 1.5882
F 1.093 1.102 -0.964 -0.294 -0.198 0.238 -0.6721
C -1.104 5.261 -1.804 -0.196 -0.031 -0.197 -0.1594
H 3.163 -2.562 -1.289 -0.021 -0.022 0.015 0.2331
F 2.302 2.999 0.008 -0.076 0.000 0.037 -0.6379
H -0.959 6.244 -2.231 0.004 -0.029 -0.046 0.2388
F 3.733 3.184 -1.994 -0.015 -0.034 -0.022 -0.5927
C -2.457 -2.213 -0.449 -0.211 0.083 0.022 0.0982
H 4.111 0.303 2.806 0.014 0.011 0.051 0.1949
C 0.891 -3.997 -1.395 0.255 0.038 -0.129 -0.6161
H -0.084 -2.092 -3.015 0.017 -0.021 0.002 0.1998
H -2.767 2.346 -2.562 0.024 -0.021 0.021 0.2286
C 3.042 0.517 2.851 -0.018 -0.036 -0.123 -0.2529
H -2.044 -2.040 -2.563 -0.041 -0.016 -0.003 0.2309
O -1.770 1.489 -0.367 0.052 0.369 -0.296 -0.5976
H 0.531 2.065 5.412 -0.003 -0.005 -0.018 0.4329
H -2.065 -4.180 -1.278 -0.031 0.004 -0.018 0.2336
H -2.995 -2.035 1.645 -0.016 -0.010 -0.018 0.2241
H 1.585 -4.295 -2.187 0.013 0.008 0.026 0.2302
H 0.059 0.406 5.650 0.131 -0.016 0.027 0.4285
C 2.413 -2.155 -0.603 0.050 -0.032 -0.098 -0.6182
H -2.078 -0.485 -1.692 -0.037 0.007 -0.002 0.2543
C 1.024 -2.486 -1.171 -0.777 0.023 -0.094 -0.5815
Pt -0.165 0.260 0.888 -0.822 -0.559 0.685 0.5819
C -2.654 -3.696 -0.502 0.116 -0.007 0.023 -0.6988
N 0.257 1.173 5.026 -0.268 0.073 0.092 -0.7028
H -2.391 4.601 -3.449 0.009 0.026 0.012 0.2349
H -3.711 -3.868 -0.748 0.008 0.014 -0.005 0.2581
C -0.146 3.432 1.167 -0.173 -0.138 0.205 0.0451
C -1.542 2.620 -0.796 -0.052 0.192 -0.104 0.5173
H 0.322 4.262 1.683 0.127 -0.111 0.074 0.2312
H -2.467 -4.181 0.455 -0.035 0.006 -0.003 0.2334
F 1.254 3.183 -2.211 -0.051 -0.003 0.014 -0.6204
C -0.146 -3.203 1.567 -0.268 -0.056 0.172 -1.2929
H -2.867 -0.481 0.786 -0.044 0.024 -0.054 0.2512
C -0.525 4.946 -0.643 -0.008 -0.132 0.173 -0.1709
H 2.840 0.579 0.912 0.057 -0.113 -0.009 0.5084
H -4.227 -1.557 0.477 0.008 -0.060 0.020 0.2519
H 1.657 -1.896 -3.145 -0.021 -0.023 0.008 0.2268
H 1.152 -4.574 -0.507 -0.019 -0.010 -0.002 0.2112
H -0.279 -4.213 1.184 0.065 -0.014 0.018 0.2515
H 0.823 -3.145 2.073 0.009 0.013 -0.050 0.2741
C -2.511 -1.484 -1.755 0.131 -0.003 0.013 -0.6937
O 2.395 0.125 1.645 0.369 0.248 0.181 -0.7689
H 2.578 -1.084 -0.544 0.009 0.005 0.010 0.2392
F 3.541 1.060 -0.701 -0.008 -0.033 0.009 -0.6287
C -1.937 4.299 -2.514 0.101 0.192 0.067 -0.1236
C -0.696 3.631 -0.050 -0.211 -0.032 -0.247 -0.0458
H 0.719 -0.658 -2.343 -0.038 -0.009 -0.017 0.2367
C -2.149 3.065 -2.041 0.111 -0.055 0.046 -0.2375
S -0.733 -0.296 3.065 0.418 -0.053 -0.554 0.0663
```
Positions in Å, forces in eV/Å.

Net charge: +1
Frontier orbital gap (spin up / spin down): 0.2071 / 0.2055 hartree
E_HOMO (spin up / spin down): -11.43 / -11.41 eV
2S+1: 2
⟨S²⟩: 0.75
E_tot: -4661.58694 Eh

2.
# C18H32AsF6O14

A molecular structure, C18H32AsF6O14 at a distorted geometry (ωB97M-V/def2-TZVPD, the Open Molecules 2025 dataset).

The geometry in XYZ format:
```
71
Properties=species:S:1:pos:R:3:forces:R:3:mulliken_charge:R:1
C -0.874 3.046 6.308 0.205 -0.197 -0.343 -1.3412
H -0.967 2.720 7.344 0.300 -0.282 -0.096 0.3397
C -3.246 2.085 1.514 -0.822 -2.188 -1.624 1.1377
H -2.351 1.637 1.946 0.783 1.082 -0.217 -0.1669
C -2.158 -1.810 -3.007 0.381 0.048 3.198 -0.0966
C -3.885 -0.147 -2.269 0.053 0.948 0.565 -1.1895
C 3.987 0.583 -1.262 0.160 -0.145 -1.448 -0.7133
F -0.088 -2.440 0.891 0.075 1.669 -0.247 -0.4920
O -2.491 -0.983 -6.270 0.485 0.597 3.017 -0.6092
H -3.615 -0.256 -1.219 -1.071 -0.452 0.310 0.1204
C 4.483 -2.047 -4.711 -1.791 0.847 0.505 -1.2417
F -0.039 -0.291 2.329 -0.268 -0.444 -2.175 -0.5223
O 1.921 -3.261 3.309 -0.792 0.175 -0.312 -0.4840
H 3.466 -0.845 -0.032 -0.448 -0.035 0.050 0.3296
H 2.911 -2.841 -3.285 0.030 0.045 -0.027 0.2905
H 3.455 -3.120 4.717 -0.362 1.005 0.359 0.2771
C 1.933 -1.272 -4.427 0.519 0.003 0.361 -0.0052
C 3.240 -3.362 3.676 1.666 -0.877 1.317 -0.6659
H -4.022 0.066 1.414 0.280 -0.009 0.189 0.3210
H 0.127 2.441 3.243 0.587 -0.865 -0.110 -0.0742
O -3.244 3.847 0.017 -0.425 1.741 -0.289 -0.3702
H 4.731 0.507 -2.055 0.799 0.936 0.360 0.3062
H -4.148 0.897 -2.438 -0.374 -0.023 0.073 0.2522
C 1.217 -3.130 -5.583 0.122 -1.128 0.741 0.5981
O 0.821 -1.957 -5.060 -0.178 0.915 0.558 -0.2573
H 2.238 -0.424 -5.040 0.046 -0.191 -0.230 0.2926
O -2.049 -2.025 -4.331 0.353 -1.401 -2.492 -0.2921
H -3.981 2.142 -0.668 -0.177 -0.589 0.542 0.0266
C 2.066 1.260 5.495 1.514 1.043 -0.706 0.7025
O 0.933 1.363 6.115 -2.945 -1.030 2.617 -0.4236
F -1.480 -0.528 0.090 0.756 0.236 0.472 -0.4545
O 2.538 -3.306 -5.273 -0.821 -0.834 -0.341 -0.4097
H -0.424 4.039 6.307 0.582 -0.167 0.043 0.3559
H -1.749 0.091 -2.361 -0.289 0.839 -0.031 0.0337
H -2.226 2.289 -0.459 -0.052 -0.887 0.078 0.0961
H 1.788 -2.401 2.905 -0.231 0.108 -0.166 0.2722
F 1.961 -1.027 1.042 -1.714 0.473 -0.483 -0.5795
H 5.160 -2.880 -4.896 -0.409 -0.379 0.870 0.3602
H 3.538 -4.406 3.768 -0.113 -0.411 -0.928 0.2922
F 0.561 1.001 0.252 -0.446 -1.490 0.141 -0.5029
H 1.793 -0.919 -3.405 -1.201 0.151 -0.165 -0.0674
C -2.584 -0.349 -2.906 1.359 -0.780 1.159 0.9767
C -2.364 -0.965 -5.050 -1.041 0.655 -2.736 0.5466
C -4.261 1.032 1.858 -0.288 -0.020 -0.360 -1.6717
H 0.611 3.722 4.213 1.141 0.127 0.507 0.3073
O -2.632 0.106 -4.209 0.609 -0.637 -2.742 -0.4147
C -0.127 2.018 5.381 -0.515 1.529 0.126 0.5981
O 1.910 1.955 4.369 0.842 1.537 -3.112 -0.4018
C -3.582 4.254 1.217 0.297 5.351 1.001 0.5605
H -4.623 -0.805 -2.728 -0.162 -0.061 0.568 0.4490
H 3.150 0.950 -1.855 -0.901 -0.216 0.329 0.2295
H -1.230 -1.962 -2.455 0.493 0.108 -0.511 0.0171
O -3.690 5.444 1.527 -0.152 -2.497 -0.741 -0.6430
H -1.896 3.278 6.007 -0.085 -0.517 -0.480 0.3505
H -0.846 1.355 4.900 0.166 -0.813 0.866 0.1936
H -5.229 1.325 1.451 -0.239 0.010 0.432 0.4410
H 4.862 -1.318 -3.995 0.431 -0.221 0.044 0.2147
O -3.681 3.283 2.080 0.071 -0.287 1.668 -0.3755
F 0.637 -1.135 -1.171 -0.545 0.660 1.928 -0.5477
H 4.146 1.320 -0.475 0.509 -0.188 0.044 0.3212
O 3.110 0.779 5.876 -1.735 0.292 -0.467 -0.5923
O 0.509 -3.942 -6.125 1.061 1.336 0.317 -0.5554
As 0.207 -0.719 0.558 1.888 -0.898 0.567 2.1717
C -3.193 2.470 0.010 1.540 -1.347 -0.593 0.1778
H 4.489 -1.569 -5.691 -0.507 0.300 -0.016 0.3657
C 0.629 2.632 4.192 -0.018 -0.740 1.049 -0.0148
H 3.973 -2.828 3.071 -0.194 0.019 -0.321 0.2478
H -2.791 -2.534 -2.493 -0.791 0.054 -0.434 0.2548
H -4.213 0.992 2.946 -0.634 -0.405 -0.020 0.3971
O 3.922 -0.756 -0.873 -0.097 -0.386 0.404 -0.4448
C 2.959 -2.365 -4.264 2.732 -0.802 -2.417 0.3955
```
Positions in Å, forces in eV/Å.

Net charge: -1
Frontier orbital gap: 0.3571 hartree
E_HOMO: -7.56 eV
E_tot: -4593.59552 Eh

3.
# C18H32Br10F6FeO4

A molecular structure, C18H32Br10F6FeO4 at a distorted geometry (ωB97M-V/def2-TZVPD, the Open Molecules 2025 dataset).

The geometry in XYZ format:
```
71
Properties=species:S:1:pos:R:3:forces:R:3:mulliken_spin:R:1
C 5.612 -4.829 -3.809 -1.119 0.215 -0.216 0.0000
C 1.500 4.231 0.193 -0.918 -0.904 2.257 0.0022
C 6.078 -5.608 -4.972 2.392 0.617 -1.351 0.0000
H 2.786 0.528 0.773 -0.177 0.196 0.511 -0.0001
Br 6.375 -2.979 -3.697 -0.177 -1.320 0.125 0.0000
C -3.328 -0.897 2.693 -1.811 -1.470 0.144 0.0026
O 1.282 1.918 1.219 1.832 -1.057 -1.688 -0.0003
Br 1.050 10.463 -4.962 -1.153 -0.722 -0.279 0.0000
H -2.852 -0.746 1.724 0.421 0.583 0.503 -0.0001
H -2.428 -2.800 2.902 0.553 -0.136 -0.233 0.0001
Br -8.728 4.136 0.987 1.378 0.005 -0.509 0.0000
H -0.232 -2.729 3.934 0.852 -0.866 0.448 0.0045
Fe -0.210 1.841 4.763 0.175 -1.534 -1.550 3.9931
H 2.578 1.739 -0.429 -0.082 0.061 -0.188 -0.0002
F 2.538 4.313 1.008 1.201 0.086 0.557 0.0009
Br -4.466 -2.915 -3.296 0.882 -0.597 -0.327 0.0000
O -1.575 -1.359 4.167 -1.808 -1.627 0.569 -0.0154
C -2.631 -3.659 -3.537 0.838 0.584 -0.681 0.0000
Br -2.663 7.492 -4.375 0.766 1.080 0.161 0.0000
H -6.544 4.652 2.786 -0.075 0.735 0.425 0.0000
F 1.968 4.171 -1.042 -0.050 -0.594 -0.854 -0.0002
C -6.822 4.780 0.691 -0.973 0.619 0.704 0.0000
H -1.981 -2.820 -3.784 -0.402 0.225 -0.395 0.0000
F -1.860 -4.460 5.045 0.288 -0.017 -0.587 -0.0006
H 1.823 -0.675 -0.981 0.295 0.274 -0.255 -0.0001
Br 3.700 -5.590 1.985 0.975 -0.280 0.124 0.0000
H 6.253 -6.190 2.330 -0.419 0.201 -0.287 0.0000
C 5.444 -5.801 2.948 -0.905 1.056 0.671 0.0000
H 0.669 0.626 -1.352 0.013 -0.129 -0.232 0.0000
F 0.829 5.354 0.317 -0.783 1.337 -0.262 0.0001
H -3.435 -2.470 4.205 0.053 0.601 0.757 -0.0003
H -4.278 -1.361 2.429 -0.377 0.012 -0.412 -0.0010
C 5.797 -4.444 3.600 0.574 -0.477 -1.007 0.0000
H -2.265 -3.881 -2.535 -0.405 -0.916 -0.181 0.0000
C -2.706 -1.978 3.561 0.421 0.764 -1.306 -0.0053
H -3.688 -0.049 3.275 0.744 0.411 -0.219 0.0012
H -6.880 5.432 -0.181 -0.172 0.349 0.443 0.0000
Br -7.295 7.191 2.334 0.748 -1.476 0.043 0.0000
C -1.362 -3.424 5.710 -0.162 1.712 1.986 -0.0044
C 2.016 1.082 0.234 0.188 0.855 1.161 -0.0010
H -0.266 8.526 -6.017 -0.017 0.371 -0.086 0.0000
C -0.596 9.340 -5.372 0.241 -0.430 1.240 0.0000
O -0.316 3.237 1.730 0.081 1.417 -0.632 0.0104
F -2.337 -2.975 6.532 -1.274 0.925 -1.006 0.0000
H -0.399 8.082 -3.567 -0.005 0.389 -0.019 0.0000
H -2.770 -4.336 -5.642 -0.620 -0.186 0.435 0.0000
C -2.504 -4.741 -4.666 0.045 0.958 1.212 0.0000
H 5.184 -6.532 3.714 0.181 0.099 0.036 0.0000
C -6.372 5.420 2.032 -0.334 0.041 -2.119 0.0000
H 5.011 -4.023 4.226 -0.059 0.045 -0.482 0.0000
Br -0.610 -5.195 -5.050 -0.548 0.044 0.580 0.0000
C -1.117 8.761 -4.026 0.243 -0.154 -1.090 0.0000
H -5.311 5.603 1.858 -0.010 0.395 0.621 0.0000
H 0.075 2.666 -0.212 -0.666 0.228 -0.398 0.0052
C 1.198 0.108 -0.552 -0.936 -0.307 -0.708 -0.0002
H 6.196 -4.953 -5.835 0.153 -0.016 0.006 0.0000
H -1.382 9.592 -3.373 -0.395 -0.472 0.105 0.0000
H -6.094 4.026 0.394 -0.545 -0.666 0.383 0.0000
H -3.052 -5.621 -4.326 0.221 -0.110 -0.636 0.0000
H 5.764 -5.468 -2.939 -0.148 0.893 0.461 0.0000
H 4.566 -4.615 -4.031 -0.151 -0.029 0.636 0.0000
H 5.508 -6.453 -5.360 -0.001 -0.214 0.905 0.0000
C -0.679 -2.301 4.831 0.484 4.319 -0.308 0.0139
H 0.434 -0.471 -0.033 0.052 0.351 0.655 0.0000
Br 7.981 -6.150 -4.522 -0.959 -0.142 -0.548 0.0000
F -0.522 -3.844 6.641 1.951 -1.130 -0.386 0.0000
H -1.340 9.989 -5.834 0.319 -0.069 -0.024 0.0000
H 6.689 -4.564 4.214 0.048 0.058 -0.150 0.0000
O 0.103 -1.304 5.495 -0.275 -1.998 -0.145 -0.0059
Br 6.331 -3.141 2.144 -0.414 -0.693 1.079 0.0000
C 0.557 3.056 0.684 -0.284 -2.372 1.815 0.0006
```
Positions in Å, forces in eV/Å.

Frontier orbital gap (spin up / spin down): 0.1540 / 0.1585 hartree
E_HOMO (spin up / spin down): -8.79 / -8.77 eV
2S+1: 5
⟨S²⟩: 6.03
E_tot: -28608.63440 Eh